# 1
A cluster of 3 separate species, C5H17NO2 in total at a distorted geometry. Source: OMol25; level of theory: ωB97M-V/def2-TZVPD.

Each line ends with the Löwdin charge.
CARTESIAN COORDINATES (ANGSTROEM)
C (-1.6753, 1.4282, -2.1911)  -0.091
C (-0.4145, 1.0533, -1.2767)  -0.235
N (-0.5618, -0.3606, -0.7700)  -0.074
C (0.0226, -0.4549, 0.5557)  -0.474
C (-0.6038, 0.1247, 1.8245)  -0.077
C (0.1017, -2.0541, 0.8405)  -0.066
H (-2.4493, 0.7068, -2.1175)  0.037
H (-2.1048, 2.4420, -2.1833)  0.068
H (-1.1987, 1.3178, -3.1899)  0.067
H (-0.4126, 1.7885, -0.3956)  0.109
H (0.4361, 1.2562, -2.0159)  0.121
H (-1.6026, -0.4947, -0.5423)  0.139
H (1.1521, -0.3506, 0.4292)  0.130
H (-1.6248, 0.1598, 1.9195)  0.045
H (-0.4541, 1.2584, 1.9592)  0.082
H (-0.0093, -0.3881, 2.6196)  0.102
H (0.9080, -2.3974, 1.4450)  0.061
H (0.1986, -2.5597, -0.0752)  0.025
H (-0.9463, -2.3597, 1.2355)  0.109
O (1.9266, -1.8063, -1.7784)  0.037
H (2.1672, -1.2739, -1.0354)  0.019
H (1.0949, -1.9527, -1.7360)  -0.106
O (2.0076, 1.9537, 2.3221)  -0.097
H (1.3535, 1.7187, 1.6357)  -0.006
H (2.6893, 1.2446, 2.5207)  0.074

## Properties
LUMO energy: 0.650 eV

# 2
A structure of composition C2H12BeO6 at a distorted geometry. Source: OMol25; level of theory: ωB97M-V/def2-TZVPD.

Each line ends with the Löwdin charge.
CARTESIAN COORDINATES (ANGSTROEM)
Be (0.3153, 0.2892, -0.9323)  0.017
O (1.1285, -0.0712, 0.3801)  -0.269
C (0.0442, -0.7456, 1.0385)  -0.247
C (-1.1203, 0.1635, 0.7939)  -0.276
O (-1.1469, 0.1001, -0.5909)  -0.233
H (0.2832, -0.8786, 2.1321)  0.137
H (-0.1408, -1.6724, 0.5030)  0.107
H (-0.9002, 1.1770, 1.1737)  0.125
H (-2.0024, -0.2433, 1.2785)  0.114
O (1.8647, 1.6506, 2.1495)  -0.123
H (1.5570, 0.8854, 1.6120)  -0.041
H (2.8261, 1.8075, 1.9282)  0.049
O (0.7794, 1.7971, -1.4085)  0.099
H (1.6862, 2.1590, -1.4418)  0.139
H (0.2130, 2.4920, -0.9849)  0.157
O (0.7404, -0.9473, -2.1351)  0.089
H (0.5238, -1.8942, -2.0362)  0.131
H (1.7099, -0.9844, -2.1419)  0.111
O (-2.9269, -1.8687, -0.7866)  -0.063
H (-3.1353, -2.0648, 0.1194)  0.013
H (-2.2988, -1.1510, -0.6505)  -0.037

## Properties
LUMO energy: -0.476 eV

# 3
A cluster of 3 separate species, C4H17N3O2 in total at a distorted geometry. Source: OMol25; level of theory: ωB97M-V/def2-TZVPD.

Each line ends with the Löwdin charge.
CARTESIAN COORDINATES (ANGSTROEM)
C (0.7949, -1.2771, 1.2998)  -0.121
C (1.2326, -1.4022, -0.1623)  -0.125
C (0.9063, -0.0721, -0.7457)  -0.343
C (1.5218, 1.0560, -0.2593)  -0.057
N (1.2621, 2.5023, -0.6688)  0.203
N (-0.1726, -0.0579, -1.6455)  0.150
N (-0.7685, -1.0503, 1.2597)  0.196
H (1.1176, -2.1910, 1.8465)  0.142
H (1.1615, -0.3865, 1.9599)  0.156
H (0.7136, -2.3461, -0.6209)  0.168
H (2.3612, -1.6411, -0.1728)  0.172
H (2.2830, 0.8787, 0.6153)  0.165
H (0.6880, 2.9292, 0.0687)  0.120
H (2.1867, 2.9823, -0.8365)  0.201
H (0.8095, 2.4375, -1.5803)  0.153
H (-0.4255, 0.6675, -2.2613)  0.092
H (-0.8357, -0.7982, -1.7103)  0.067
H (-1.1214, -1.0961, 2.2362)  0.188
H (-1.1732, -1.6909, 0.6137)  0.051
H (-0.8976, -0.0786, 0.8641)  0.145
H (-1.4475, 3.2271, 1.5344)  0.119
H (-1.8378, 2.6920, 0.1119)  0.085
O (-1.1344, 2.6055, 0.8003)  -0.085
H (-1.9681, -3.2497, -0.7965)  0.083
H (-3.1282, -2.3461, -1.0337)  0.167
O (-2.1283, -2.2942, -0.7165)  -0.092

## Properties
LUMO energy: -6.340 eV
total charge: +2

# 4
A structure of composition C4H4N2O at a distorted geometry. Source: OMol25; level of theory: ωB97M-V/def2-TZVPD.

Each line ends with the Löwdin charge.
CARTESIAN COORDINATES (ANGSTROEM)
O (2.2216, -1.1972, 0.7419)  0.081
C (1.2015, -0.8841, 0.1894)  -0.455
C (1.1756, 0.7796, -0.3029)  0.011
C (0.0709, 1.3727, 0.0711)  0.056
N (-1.2726, 0.1602, 0.5052)  0.055
C (-1.0567, -0.9768, -0.1722)  -0.275
N (0.1061, -1.5605, -0.2028)  0.118
H (2.1543, 1.0243, -0.7359)  0.108
H (-0.4765, 2.2733, 0.3083)  0.080
H (-2.2468, 0.4595, 0.3720)  0.095
H (-1.8432, -1.4277, -0.7945)  0.127

## Properties
LUMO energy: 0.467 eV